Record 1
The following is a quantum chemistry calculation of an isolated molecule of C22H17ClF3N3O2S at a distorted geometry, from the Open Molecules 2025 dataset.

Last column: natural (NBO) charge in e.
Positions of all 49 atoms, in Å:
F1 3.24102 -2.66779 3.82719  -0.3099
F2 2.19419 -1.15737 5.19315  -0.3034
F3 2.76247 -3.18374 5.73703  -0.3145
Cl1 4.49479 0.33700 2.36870  0.0486
N1 -3.41248 -1.79491 -3.17157  -0.4650
N2 -4.49531 -1.73056 -1.12902  -0.4754
O1 1.01738 -2.99020 4.27281  -0.4586
O2 0.23525 2.39725 -1.48134  -0.7029
S1 -5.79557 -2.96689 -3.32531  0.2133
C1 -1.00537 -0.76488 -0.51767  -0.1292
C2 -0.08713 0.19235 -0.73606  0.1685
C3 -4.51195 -1.92267 -2.45707  0.2976
C4 -2.28339 -1.38814 -2.64447  0.0744
C5 -3.40758 -1.24386 -0.56662  0.0703
C6 2.44666 3.49380 3.64058  -0.2227
C7 1.48934 3.67997 2.66572  -0.1886
C8 3.27094 2.41917 3.61806  -0.2208
C9 -0.63914 -2.96801 2.66454  -0.2717
C10 -1.25232 -2.49250 1.40987  -0.1793
C11 0.99856 -1.24308 2.42415  -0.3174
C12 1.37195 2.75724 1.58890  -0.1799
C13 3.37405 1.59746 2.48758  -0.0643
C14 0.56320 -2.38957 3.18770  0.2894
C15 -2.25626 -1.05731 -1.29298  -0.1195
C16 -0.72928 -1.38161 0.76228  -0.0490
C17 0.40636 -0.84227 1.25597  0.1467
C18 2.31539 1.72377 1.50280  -0.0552
N3 0.81831 0.10954 0.33001  -0.3576
C19 2.26543 -2.43817 4.72729  1.1665
C20 -7.14563 -2.69216 -2.05742  -0.7274
C21 0.04680 1.13020 -1.93688  -0.0890
C22 2.11936 0.75468 0.35514  -0.2435
H1 -0.59155 2.72326 -1.02368  0.4743
H2 -1.43360 -1.61109 -3.24411  0.2073
H3 -3.57014 -1.03282 0.47932  0.2143
H4 2.26988 4.25377 4.36262  0.2262
H5 0.87931 4.54627 2.71218  0.2073
H6 4.00316 2.32260 4.42762  0.2274
H7 -1.04783 -3.84687 3.14841  0.2231
H8 -2.17729 -2.97502 0.96401  0.2253
H9 1.80941 -0.58245 2.75868  0.2298
H10 0.42006 2.73200 1.01428  0.2181
H11 -6.81862 -2.78949 -1.03905  0.2369
H12 -7.53058 -1.64709 -2.21379  0.2215
H13 -7.89550 -3.50407 -2.21947  0.2260
H14 -0.90405 0.96142 -2.56411  0.1803
H15 0.82391 0.91019 -2.63185  0.1984
H16 2.94225 0.08769 0.46003  0.2167
H17 2.34431 1.25394 -0.62000  0.2365

Cartesian forces (eV/Å) of the 6 atoms listed first:
F -0.9 1.7 -0.8
F -0.1 -1.6 -1.4
F -1.7 0.3 0.5
Cl 0.8 -0.5 0.2
N -0.7 -0.1 -2.1
N -2.1 -0.1 -1.0

Values from the calculation:
- spin multiplicity = 1
- structure (SMILES) = CSc1ncc(-c2c(CO)n(Cc3ccccc3Cl)c3cc(OC(F)(F)F)ccc23)cn1
- max |F| (Eh/bohr) = 0.1320
- LUMO level (eV) = 0.3
- relative energy (zero: lowest compared OMol25 entry of this formula, charge and spin) (kcal/mol) = 49.8
- Kohn-Sham gap (eV) = 8.3


Record 2
The following is a quantum chemistry calculation of a cluster of 2 separate species, H4NOPS in total at a distorted geometry, from the Open Molecules 2025 dataset.

Last column: natural (NBO) charge in e.
Positions of all 8 atoms, in Å:
N1 -1.13090 -0.61234 2.57036  -1.1931
O1 -2.43592 0.45906 0.67639  -1.0301
P1 -0.91911 0.35455 1.38902  1.3230
S1 3.01991 -0.35306 -3.02263  -0.3120
H1 2.21666 0.17500 -3.94578  0.1481
H2 -0.39456 -0.75449 3.24340  0.3853
H3 -3.28989 0.19360 1.02082  0.5150
H4 2.93381 0.53768 -1.93158  0.1638

Cartesian forces (eV/Å) of the 6 atoms listed first:
N -0.1 0.3 0.0
O 2.0 0.7 -0.4
P -2.4 -0.4 -0.3
S 0.6 0.1 1.3
H -0.2 0.6 0.4
H 0.3 -0.1 0.0

Values from the calculation:
- spin multiplicity = 1
- structure (SMILES) = [H]/N=P/O.S
- max |F| (Eh/bohr) = 0.0484
- LUMO level (eV) = 0.2
- relative energy (zero: lowest compared OMol25 entry of this formula, charge and spin) (kcal/mol) = 31.6
- Kohn-Sham gap (eV) = 10.0


Record 3
The following is a quantum chemistry calculation of a cluster of 2 separate species, C3H6N2O2 in total at a distorted geometry, from the Open Molecules 2025 dataset.

Last column: natural (NBO) charge in e.
Positions of all 13 atoms, in Å:
C1 1.14765 -1.14033 1.02328  0.5566
C2 -0.70824 0.59152 -0.53012  0.6171
C3 -1.86920 -0.35734 -0.14447  -0.7106
N1 1.53820 1.23212 -0.32986  -0.5711
N2 0.47719 0.47003 -0.03707  -0.3563
O1 2.32762 -1.00918 1.02323  -0.4572
O2 -0.83877 1.42993 -1.42326  -0.6366
H1 0.44656 -1.83695 1.23267  0.1640
H2 -1.62847 -1.43745 -0.06963  0.2052
H3 -2.49254 -0.25042 -1.08347  0.2529
H4 -2.50073 0.02797 0.55366  0.2301
H5 2.24346 0.65395 -0.73503  0.3542
H6 1.85725 1.62615 0.52007  0.3518

Cartesian forces (eV/Å) of the 6 atoms listed first:
C 3.8 6.1 -3.6
C -2.0 0.8 -2.6
C 1.3 -0.6 -4.2
N -0.3 0.2 -0.6
N 2.5 -4.8 4.7
O -2.4 -1.0 0.7

Values from the calculation:
- spin multiplicity = 1
- max |F| (Eh/bohr) = 0.1561
- LUMO level (eV) = -0.2
- relative energy (zero: lowest compared OMol25 entry of this formula, charge and spin) (kcal/mol) = 118.2
- Kohn-Sham gap (eV) = 8.7